Entry 1:
{"formula": "C4H16N2O2", "method": "ωB97M-V/def2-TZVPD", "species": ["C", "C", "C", "C", "N", "N", "H", "H", "H", "H", "H", "H", "H", "H", "H", "H", "H", "H", "H", "H", "O", "H", "H", "O"], "coordinates": [[-0.18, -0.28, -1.51], [-0.73, 0.69, -0.46], [-1.84, 0.15, 0.35], [-3.11, 0.54, 0.24], [-4.12, -0.04, 1.13], [1.32, -0.32, -1.60], [-0.60, -1.28, -1.39], [-0.56, 0.06, -2.48], [0.03, 1.01, 0.28], [-0.84, 1.77, -0.71], [-1.50, -0.54, 1.13], [-3.44, 1.05, -0.65], [-5.04, 0.27, 0.81], [-4.15, -1.06, 1.01], [-4.03, 0.16, 2.13], [1.64, 0.59, -1.94], [1.70, -0.59, -0.67], [1.54, -0.94, -2.39], [4.04, 1.56, 1.35], [5.46, 1.21, 1.05], [4.57, 1.08, 0.71], [3.20, -1.88, 0.63], [2.05, -2.13, 1.49], [2.32, -1.53, 0.78]], "lowdin_charge": [-0.13, -0.19, -0.08, -0.05, 0.22, 0.21, 0.14, 0.14, 0.14, 0.15, 0.14, 0.14, 0.18, 0.18, 0.19, 0.18, 0.11, 0.18, 0.03, 0.04, -0.06, 0.07, 0.07, -0.04], "homo_energy_ha": -0.6055, "largest_force_ev_per_a": 2.73, "charge": 2, "relative_energy_kj_mol": 132.03, "orbital_gap_ev": 9.90, "e_tot_ev": -11465.9893, "spin_multiplicity": 1}

Entry 2:
{"formula": "C3H8OSi", "method": "ωB97M-V/def2-TZVPD", "species": ["C", "C", "C", "O", "Si", "H", "H", "H", "H", "H", "H", "H", "H"], "coordinates": [[-1.25, -0.57, -1.53], [-0.38, -1.09, -0.66], [0.88, -0.46, 0.00], [1.71, -0.21, -1.14], [0.31, 1.04, 1.25], [-2.11, -1.24, -1.76], [-1.14, 0.41, -2.07], [-0.56, -2.05, -0.27], [1.43, -1.20, 0.64], [1.19, -0.66, -1.78], [0.99, 0.89, 2.61], [-1.09, 0.61, 1.56], [0.58, 2.31, 0.66]], "lowdin_charge": [0.00, -0.23, -0.49, -0.11, 0.72, 0.07, 0.09, 0.08, 0.10, 0.05, -0.09, -0.07, -0.10], "homo_energy_ha": -0.3445, "largest_force_ev_per_a": 2.79, "smiles": "C=C[C@@H](O)[SiH3]", "relative_energy_kj_mol": 269.61, "orbital_gap_ev": 10.34, "e_tot_ev": -13163.2341, "spin_multiplicity": 1}

Entry 3:
{"formula": "C2H3PS", "method": "ωB97M-V/def2-TZVPD", "species": ["C", "C", "P", "S", "H", "H", "H"], "coordinates": [[-1.01, -0.10, 0.13], [-0.68, 0.74, -0.65], [3.89, 1.06, 0.10], [3.03, -0.68, -0.02], [-1.60, -0.86, 0.70], [-0.06, 1.49, -1.16], [2.36, -0.38, -1.19]], "lowdin_charge": [-0.03, -0.04, 0.10, 0.10, 0.05, 0.04, -0.20], "homo_energy_ha": [-0.2870, -0.2873], "largest_force_ev_per_a": 3.08, "relative_energy_kj_mol": 226.95, "orbital_gap_ev": [6.76, 6.76], "e_tot_ev": -22242.2247, "spin_multiplicity": 1}

Entry 4:
{"formula": "C5H9N3O", "method": "ωB97M-V/def2-TZVPD", "species": ["C", "C", "C", "C", "C", "H", "H", "H", "H", "H", "H", "H", "H", "H", "N", "N", "N", "O"], "coordinates": [[1.95, -1.48, 0.63], [0.71, -0.95, 0.24], [-1.44, -0.55, -1.00], [-2.04, 0.20, 0.30], [0.59, 1.65, -0.30], [2.38, -0.92, 1.94], [2.42, -2.22, -0.17], [-2.00, -1.54, -1.23], [-1.22, 0.03, -1.93], [-2.71, 0.95, -0.01], [-2.56, -0.75, 0.90], [-0.88, 0.98, 2.35], [-0.09, 2.57, 0.05], [2.02, 0.76, -0.89], [-0.99, 0.65, 1.09], [0.36, 0.45, 0.74], [1.57, 1.60, -1.03], [-0.31, -1.51, -0.73]], "lowdin_charge": [0.00, -0.31, -0.12, -0.21, -0.19, 0.20, 0.08, 0.14, 0.11, 0.08, 0.16, 0.27, 0.16, 0.00, -0.21, -0.12, 0.12, -0.14], "homo_energy_ha": -0.3131, "largest_force_ev_per_a": 7.61, "relative_energy_kj_mol": 937.33, "orbital_gap_ev": 9.11, "e_tot_ev": -11839.6934, "spin_multiplicity": 1}

Please write out number 4 again, unchanged.
{"formula": "C5H9N3O", "method": "ωB97M-V/def2-TZVPD", "species": ["C", "C", "C", "C", "C", "H", "H", "H", "H", "H", "H", "H", "H", "H", "N", "N", "N", "O"], "coordinates": [[1.95, -1.48, 0.63], [0.71, -0.95, 0.24], [-1.44, -0.55, -1.00], [-2.04, 0.20, 0.30], [0.59, 1.65, -0.30], [2.38, -0.92, 1.94], [2.42, -2.22, -0.17], [-2.00, -1.54, -1.23], [-1.22, 0.03, -1.93], [-2.71, 0.95, -0.01], [-2.56, -0.75, 0.90], [-0.88, 0.98, 2.35], [-0.09, 2.57, 0.05], [2.02, 0.76, -0.89], [-0.99, 0.65, 1.09], [0.36, 0.45, 0.74], [1.57, 1.60, -1.03], [-0.31, -1.51, -0.73]], "lowdin_charge": [0.00, -0.31, -0.12, -0.21, -0.19, 0.20, 0.08, 0.14, 0.11, 0.08, 0.16, 0.27, 0.16, 0.00, -0.21, -0.12, 0.12, -0.14], "homo_energy_ha": -0.3131, "largest_force_ev_per_a": 7.61, "relative_energy_kj_mol": 937.33, "orbital_gap_ev": 9.11, "e_tot_ev": -11839.6934, "spin_multiplicity": 1}